# 1
Computed, not measured: 4 unconnected molecules or ions with the total composition C3H18N2O3 at a distorted geometry, with ωB97M-V/def2-TZVPD.

Structure (XYZ):
```
26
Properties=species:S:1:pos:R:3:forces:R:3
H -1.523737 1.256153 1.336264 -0.016 0.218 0.072
O -0.846026 2.722236 -0.432471 0.355 0.109 -0.416
H 2.851370 1.168121 -1.238302 0.521 -0.018 -0.511
H -0.708549 -0.322242 -1.619515 0.839 0.989 -0.574
H 1.194962 -3.171512 0.035375 -0.259 0.075 0.880
C -0.691651 -0.347378 -0.544464 -0.993 -0.603 -0.897
O 2.762106 0.220533 -1.125430 -0.910 -0.636 0.689
H 0.045725 0.298237 -0.080664 0.074 0.062 -0.102
H -3.064017 0.664591 1.543149 -0.094 0.118 0.159
H -0.588684 3.643709 -0.584927 -0.200 0.042 0.288
H 3.387786 -0.276892 -1.657097 0.413 0.634 -0.246
H 1.996904 -0.149970 2.651033 0.058 -0.067 -0.071
H 1.650722 -1.873711 -0.753907 -0.312 0.279 -0.080
N -2.400978 1.035829 0.866208 0.137 -0.314 -0.252
H -0.885401 -2.227483 0.568000 -0.714 0.056 0.180
H -0.495647 2.291932 -1.223241 -0.086 0.004 -0.023
C -0.424623 -1.842003 -0.330949 0.409 -0.751 1.500
H 1.313152 -1.536381 0.769178 0.344 -0.596 0.536
H -0.742856 -2.481529 -1.144802 -0.044 0.140 -0.272
H -2.798645 0.210720 -1.072901 0.217 0.380 -0.050
H -2.764130 1.911018 0.492794 0.144 0.197 -0.125
N 1.007847 -2.167284 -0.004561 0.710 0.957 -1.848
H 2.389146 0.525638 1.315953 0.087 -0.306 -0.038
O 1.885676 -0.210411 1.692556 -0.213 0.251 0.206
H -2.549789 -0.893856 0.228524 -0.624 -0.501 0.089
C -2.165060 0.001582 -0.217796 0.155 -0.720 0.907
```
Forces are in eV/Å.

## Properties
* relative energy (zero: lowest compared OMol25 entry of this formula, charge and spin): 61.77 kJ/mol
* lowest unoccupied orbital energy: -6.23 eV
* charge: +2
* gap between HOMO and LUMO: 12.441 eV
* calculated total energy: -459.74292 Ha
* molar mass: 130.188 g mol⁻¹

***

# 2
Computed, not measured: 6 unconnected molecules or ions with the total composition C36H38F5NO2 at a distorted geometry, with ωB97M-V/def2-TZVPD.

Structure (XYZ):
```
82
Properties=species:S:1:pos:R:3:forces:R:3
H -2.923730 -3.920518 5.776645 -0.001 0.003 -0.002
C 1.879241 4.044498 6.022046 -0.034 0.119 0.089
H 8.048676 0.943409 0.320475 -0.002 -0.013 0.012
C -0.019883 -2.412789 4.903154 0.148 -0.003 0.030
C -5.145832 3.655696 -1.658906 0.077 0.103 -0.093
C -2.741295 -2.344393 4.332847 0.095 -0.046 0.061
C 6.016215 1.416107 0.794507 -0.026 -0.135 0.050
C 7.604952 3.006597 -0.066015 0.032 0.016 -0.013
H -2.148160 -3.461230 -0.131836 0.018 -0.002 -0.017
H -1.706684 -3.184236 -5.181842 -0.001 0.005 -0.236
C 1.821399 -3.520001 -3.646077 0.191 -0.043 -0.068
H -7.076981 4.558586 -1.844742 0.011 0.014 -0.006
H 6.874715 5.003549 -0.352047 -0.015 0.010 -0.005
C -2.723795 -2.536166 -0.114770 0.237 0.221 -0.190
H 2.357077 -5.201488 -2.444719 -0.025 0.016 -0.006
H 1.607701 4.836693 6.707019 -0.013 -0.023 0.009
H -4.642000 4.354112 -2.313592 0.017 -0.022 0.003
H -0.506142 -3.973749 6.284234 0.019 -0.002 -0.001
H 2.768422 1.173530 3.591444 -0.021 -0.008 -0.012
H -3.460281 -2.189534 -2.701401 -0.051 -0.003 -0.045
C -1.400862 0.244831 -3.334524 -0.335 0.035 -0.651
C 3.856435 -4.725845 -3.923860 -0.029 0.091 -0.069
H 3.494785 5.110468 5.108489 -0.007 0.014 0.007
C 2.155312 -2.659722 -4.673650 -0.117 0.079 -0.002
C -1.879783 -1.473518 3.682100 -0.080 0.110 -0.115
N -1.810165 -2.316937 -4.675246 -0.219 0.396 -0.054
C 5.067176 2.418550 0.816019 0.185 0.051 -0.055
H -8.180931 2.940705 -0.338315 0.002 -0.003 0.001
C 2.652959 -4.550882 -3.256713 -0.033 -0.099 0.103
H -0.939012 -1.806322 -4.741079 0.070 -0.102 0.326
H 3.639266 -2.173754 -6.136894 -0.017 0.008 -0.009
H -1.861718 -0.599954 -0.652302 0.043 0.087 -0.025
C 1.173184 2.858617 6.029349 0.171 0.020 -0.125
H 4.517003 -5.531539 -3.633575 -0.003 -0.006 0.018
H -4.180939 -0.921890 -1.737309 -0.012 0.056 -0.006
H 1.482813 -1.858448 -4.950396 0.003 0.012 0.018
C -2.249393 -3.244217 5.268718 -0.014 -0.030 0.018
F -3.115477 2.511690 -1.334729 0.087 0.021 0.004
C -7.122788 2.852540 -0.544662 -0.033 0.012 -0.003
F 0.307825 -0.683947 3.343427 0.038 0.012 -0.035
H -3.755904 -2.798600 -0.345998 -0.080 0.011 0.152
C 6.634002 3.998520 -0.032911 0.033 -0.112 0.022
H 4.578409 4.463163 0.440809 -0.012 -0.025 0.015
H 5.753643 0.419931 1.124832 -0.026 0.013 -0.006
C 7.294261 1.718050 0.347063 -0.034 0.101 -0.022
H -2.242364 -0.759552 2.954413 0.038 0.013 0.004
C -2.867708 -0.196203 -3.301796 0.120 0.118 1.035
C 3.249895 3.159453 4.250634 0.031 -0.003 0.003
H -6.865897 1.119029 0.693123 0.007 -0.017 0.000
H 1.042869 -2.423527 5.106229 -0.006 0.022 -0.014
H -1.224501 0.968756 -2.544317 0.139 -0.124 0.161
C -4.434037 2.629632 -1.071536 -0.227 -0.025 0.040
C 5.351750 3.707095 0.409860 -0.100 0.114 0.002
H -2.666605 -2.148540 0.900864 -0.125 -0.023 0.046
C 4.212767 -3.873440 -4.960481 0.036 -0.015 -0.009
F 0.648531 -3.351865 -3.000421 -0.005 0.056 -0.034
C -6.502620 3.762936 -1.390085 0.003 -0.102 0.074
H 5.152805 -4.013247 -5.476882 -0.003 0.003 -0.002
C 2.928244 4.188899 5.124804 -0.024 -0.108 -0.040
C -3.250459 -1.237325 -2.214830 0.273 0.009 -0.275
C -2.839409 -1.560727 -5.296727 -0.347 -0.344 -0.682
H -0.695756 -0.579165 -3.282776 0.082 0.084 0.323
C 3.362585 -2.841843 -5.332655 0.025 -0.070 0.056
O -3.273716 -1.826542 -6.390710 -0.050 -0.040 0.399
H 0.903315 0.904894 5.211762 -0.027 0.017 0.005
F 3.824858 2.133308 1.253340 -0.037 -0.045 -0.031
C -0.890767 -3.275473 5.553298 -0.093 0.047 -0.060
C -5.027994 1.710522 -0.230158 0.079 -0.119 0.055
C -0.532818 -1.526413 3.977377 -0.122 -0.134 0.098
H 8.602919 3.238347 -0.413157 -0.001 -0.003 0.002
F 0.153767 2.710392 6.900035 -0.023 -0.004 0.020
H -1.236372 0.766997 -4.282921 0.016 0.057 0.075
H -3.798827 -2.319889 4.106864 -0.007 0.017 -0.003
H -1.332742 -1.963345 -1.651708 0.192 0.199 0.049
C 1.479277 1.818988 5.173969 -0.099 -0.145 0.023
O -3.379877 -0.549028 -4.601484 0.477 -0.131 0.061
H -4.433878 0.917615 0.205806 0.022 0.020 -0.007
C -6.385008 1.828706 0.033553 -0.005 0.086 -0.056
C 2.523968 1.974987 4.274986 0.031 0.152 0.067
C -2.186611 -1.513293 -1.148224 -0.404 -0.573 -0.047
H -3.425638 0.701236 -3.040517 -0.106 0.054 -0.398
H 4.064613 3.279349 3.550230 0.001 0.000 -0.006
```
Forces are in eV/Å.

## Properties
* relative energy (zero: lowest compared OMol25 entry of this formula, charge and spin): 17.35 kJ/mol
* lowest unoccupied orbital energy: 0.55 eV
* charge: 0
* gap between HOMO and LUMO: 9.618 eV
* calculated total energy: -2099.15215 Ha
* molar mass: 611.695 g mol⁻¹
* SMILES: CCC[C@@H](C)OC(N)=O.Fc1ccccc1.Fc1ccccc1.Fc1ccccc1.Fc1ccccc1.Fc1ccccc1

***

# 3
Computed, not measured: C4H6N2O in the gas phase, with ωB97M-V/def2-TZVPD.

Structure (XYZ):
```
13
Properties=species:S:1:pos:R:3:forces:R:3
C -0.400873 1.545566 0.827522 -0.113 0.041 -0.023
H 1.501052 1.517204 1.774841 -0.065 -0.123 -0.115
N 0.031527 -0.369102 -0.230451 0.026 0.139 0.100
C -0.240920 -1.485605 -1.109415 -0.001 -0.106 -0.077
C -0.990629 0.649198 -0.075319 0.062 0.042 0.053
H -1.143891 -1.179095 -1.646496 0.144 -0.161 0.001
H -0.793675 2.456636 1.244518 0.086 -0.110 -0.043
C 1.106447 -0.076711 0.515166 -0.144 0.041 -0.067
H 2.028341 -0.633583 0.596858 -0.207 0.020 -0.067
H 0.573013 -1.666270 -1.815625 -0.042 0.074 0.155
O -2.063304 0.577848 -0.679639 0.124 0.085 0.136
N 0.856536 1.062990 1.147986 0.031 -0.080 -0.028
H -0.463625 -2.399076 -0.549945 0.098 0.139 -0.027
```
Forces are in eV/Å.

## Properties
* relative energy (zero: lowest compared OMol25 entry of this formula, charge and spin): 113.79 kJ/mol
* lowest unoccupied orbital energy: 0.62 eV
* charge: 0
* gap between HOMO and LUMO: 7.870 eV
* calculated total energy: -340.75157 Ha
* molar mass: 98.105 g mol⁻¹